No. 1
The following is a quantum chemistry calculation of C3H13N2Si as an isolated structure in a non-equilibrium geometry, from OMol25.

Each line ends with the Löwdin charge.
CARTESIAN COORDINATES (ANGSTROEM)
Si (-1.81271, 1.47397, 0.09947)  0.7271
N (-0.31677, -0.92908, -0.58341)  -0.0588
N (1.22334, 1.10730, -0.50168)  -0.0510
C (-0.31962, 0.26420, 0.27644)  -0.3249
C (2.39258, 0.64330, 0.19275)  -0.1835
C (-0.87789, -2.13810, 0.05035)  -0.0007
H (-1.78640, 2.34469, 1.26343)  -0.0574
H (2.42516, 0.87889, 1.26185)  0.0854
H (-0.82512, -0.70764, -1.44582)  0.1722
H (1.07073, 2.09313, -0.30999)  0.0637
H (2.51210, -0.43531, 0.06004)  0.0733
H (-2.97314, 0.57521, 0.05942)  -0.0653
H (0.66239, -1.09751, -0.85995)  0.1594
H (-0.28251, -2.40608, 0.92205)  0.1118
H (0.02725, 0.00943, 1.27133)  0.0931
H (-1.59471, 2.11918, -1.19045)  -0.0555
H (-1.90068, -1.94982, 0.36902)  0.1025
H (3.24707, 1.12604, -0.28634)  0.0970
H (-0.87107, -2.97181, -0.64851)  0.1116

Summary:
* DFT total energy: -14170.716 eV
* net charge: +1
* frontier orbital gap: 0.3839 hartree
* HOMO level: -13.665 eV

=====

No. 2
The following is a quantum chemistry calculation of a 2-piece molecular cluster, C3H13N2Si overall in a non-equilibrium geometry, from OMol25.

Each line ends with the Löwdin charge.
CARTESIAN COORDINATES (ANGSTROEM)
Si (2.57594, 0.35344, 0.00222)  0.7135
N (-0.86895, 1.23442, 0.14934)  -0.0830
N (-1.62282, -1.08256, -0.05356)  0.0464
C (-0.70282, -0.01428, -0.49215)  -0.1445
C (-0.90891, -2.40490, 0.24452)  0.0416
C (0.17673, 2.16020, 0.19474)  -0.1760
H (3.26788, 1.64698, -0.10058)  -0.1100
H (-2.17366, -0.66732, 0.64161)  0.1492
H (0.59085, 2.42455, -0.89573)  0.1485
H (-0.08852, -2.51509, -0.49333)  0.1159
H (-2.15513, -1.19997, -0.83402)  0.1284
H (1.09601, 1.86389, 0.68931)  -0.0318
H (1.96526, 0.11573, -1.32052)  -0.1349
H (-0.71702, 0.26277, -1.50006)  0.1049
H (-0.05501, 3.04630, 0.59915)  0.0546
H (-1.42568, 1.17948, 0.97797)  0.1255
H (-1.41214, -3.34887, 0.19737)  0.0893
H (-0.70520, -2.26528, 1.31522)  0.1104
H (3.16318, -0.78949, 0.67849)  -0.1480

Summary:
* DFT total energy: -14167.199 eV
* net charge: +1
* frontier orbital gap (spin up / spin down): 0.2999 / 0.2410 hartree
* HOMO level (spin up / spin down): -11.978 / -10.726 eV

=====

No. 3
The following is a quantum chemistry calculation of a 2-piece molecular cluster, C3H13N3 overall in a non-equilibrium geometry, from OMol25.

Each line ends with the Löwdin spin population.
CARTESIAN COORDINATES (ANGSTROEM)
N (-0.98675, 2.06799, -0.94412)  0.0396
N (1.95947, 0.24546, 0.96641)  0.1364
N (-1.96301, 0.32931, -2.27403)  0.0212
C (0.87400, -2.01612, 0.92288)  0.1186
C (-1.37715, 0.64078, -1.03575)  0.0972
C (0.95379, -0.60018, 1.58184)  0.1349
H (-0.04782, 2.30655, -0.78427)  0.0439
H (2.75411, 0.61019, 1.50437)  0.0993
H (0.62759, -1.84889, -0.18184)  0.0249
H (-0.12861, -0.14631, 1.56971)  0.0085
H (2.29878, 0.01275, -0.05942)  0.1148
H (-1.42636, 2.59424, -0.20645)  0.0217
H (1.18228, -0.83416, 2.63948)  0.0295
H (-0.42825, 0.06697, -0.91309)  0.0236
H (-2.89435, 0.78976, -2.31361)  0.0061
H (-1.35356, 0.67178, -2.99467)  0.0165
H (-2.01613, 0.32353, -0.04613)  0.0136
H (0.12869, -2.61871, 1.59091)  0.0198
H (1.84330, -2.59493, 0.97777)  0.0299

Summary:
* DFT total energy: -7789.274 eV
* net charge: -1
* <S²>: 0.750
* frontier orbital gap (spin up / spin down): 0.1034 / 0.3238 hartree
* HOMO level (spin up / spin down): 1.392 / -4.694 eV
* multiplicity: 2

=====

No. 4
The following is a quantum chemistry calculation of a 3-piece molecular cluster, C3H13N3O2 overall in a non-equilibrium geometry, from OMol25.

Each line ends with the Löwdin charge.
CARTESIAN COORDINATES (ANGSTROEM)
O (3.49349, 0.46338, -0.11039)  -0.0904
O (-3.50924, -0.16963, 0.09365)  -0.0569
N (0.54475, 0.15200, 0.03257)  0.0289
N (1.33519, 0.84777, -1.99490)  0.0759
N (-0.92739, 0.27068, -1.80144)  0.1393
C (-0.10282, -0.94784, 0.73684)  -0.2470
C (0.34932, 0.41258, -1.30452)  -0.5681
C (-0.30331, -0.61058, 2.20217)  -0.1024
H (1.47078, 0.46422, 0.30851)  0.0971
H (-0.84863, 0.31501, 2.34943)  0.0649
H (0.66168, -0.54156, 2.72329)  0.0766
H (-3.73136, 0.75219, -0.10202)  0.0533
H (1.10514, 0.71357, -2.97350)  0.0395
H (-0.84035, -1.40622, 2.73205)  0.0734
H (0.55980, -1.81543, 0.64443)  0.1202
H (3.21347, 0.63161, -1.02670)  0.0022
H (-3.08925, -0.05039, 0.96056)  0.0391
H (-1.07956, -1.14844, 0.30248)  0.0867
H (-1.09197, 0.83329, -2.61365)  0.0940
H (4.42930, 0.67463, -0.05744)  0.0326
H (-1.63904, 0.15918, -1.10141)  0.0410

Summary:
* DFT total energy: -11887.492 eV
* net charge: 0
* frontier orbital gap: 0.3277 hartree
* HOMO level: -8.371 eV
* SMILES: [H]/N=C(\N)NCC.O.O

=====

No. 5
The following is a quantum chemistry calculation of a 2-piece molecular cluster, C3H13N4 overall in a non-equilibrium geometry, from OMol25.

Each line ends with the Löwdin charge.
CARTESIAN COORDINATES (ANGSTROEM)
N (3.41476, -0.01552, -2.07618)  0.0691
N (-0.74149, -0.19884, 0.33716)  -0.2880
N (1.36700, -0.53059, -1.30797)  0.0399
N (2.45885, 0.00685, -1.21781)  -0.1652
C (-0.16133, 0.76509, 1.25372)  -0.0511
C (-1.49750, -1.23286, 1.06334)  -0.0049
C (-1.56136, 0.43158, -0.71334)  -0.0452
H (-0.86791, 1.11371, 1.96954)  0.0954
H (-1.34001, 0.07347, -1.79513)  0.1257
H (0.17332, 1.73250, 0.77947)  0.1182
H (0.13606, -0.59290, -0.25342)  0.1156
H (1.10863, -1.07868, -2.09258)  0.0726
H (-1.38962, 1.50398, -1.01954)  0.1203
H (-2.59335, 0.34158, -0.57714)  0.0723
H (-0.80887, -1.70666, 1.77545)  0.1181
H (3.53585, -0.82010, -2.77212)  0.1614
H (-1.70067, -1.98488, 0.35091)  0.0908
H (4.24533, 0.29472, -1.56619)  0.1235
H (-2.41239, -0.89291, 1.52131)  0.1108
H (0.83751, 0.44361, 1.63621)  0.1207

Summary:
* DFT total energy: -9273.226 eV
* net charge: +1
* frontier orbital gap: 0.4091 hartree
* HOMO level: -13.841 eV

=====

No. 6
The following is a quantum chemistry calculation of a 2-piece molecular cluster, C3H13N4 overall in a non-equilibrium geometry, from OMol25.

Each line ends with the Löwdin charge.
CARTESIAN COORDINATES (ANGSTROEM)
N (1.89346, 0.42321, 0.72455)  0.0845
N (0.03077, 0.23281, -1.95052)  0.0625
N (0.74740, -1.28070, -0.14898)  0.0355
N (-2.04434, 0.78593, -0.76240)  0.0861
C (-0.24839, -0.08835, 1.88991)  -0.0238
C (-0.69816, 0.97835, -1.02898)  -0.2530
C (0.63470, -0.09847, 0.61675)  -0.4762
H (-0.01106, -1.99569, -0.00466)  0.1515
H (0.31073, -0.45726, 2.81206)  0.1172
H (-2.42154, 1.32285, -0.02245)  0.0890
H (-2.51153, -0.07788, -0.89660)  0.0885
H (-0.52994, 0.89008, 2.11284)  0.0488
H (-0.34851, 2.01277, -0.70957)  0.1578
H (-1.19395, -0.52018, 1.67267)  0.0545
H (0.95743, 0.46007, -2.47392)  0.2163
H (2.28582, 0.79794, -0.16799)  0.1140
H (2.22055, 0.88486, 1.52273)  0.0786
H (1.45914, -1.99096, -0.25475)  0.1314
H (-0.50120, -0.11124, -2.76060)  0.1590
H (0.41386, -0.71906, -1.42483)  0.0778

Summary:
* DFT total energy: -9272.678 eV
* net charge: +1
* frontier orbital gap: 0.2781 hartree
* HOMO level: -10.798 eV

=====

No. 7
The following is a quantum chemistry calculation of C3H13N4 as an isolated structure in a non-equilibrium geometry, from OMol25.

Each line ends with the Löwdin spin population.
CARTESIAN COORDINATES (ANGSTROEM)
N (2.84832, 0.63539, -1.51120)  0.0022
N (-1.19091, 0.46785, 0.78822)  0.0746
N (1.31922, 0.74254, 0.23788)  0.0192
N (-1.54429, -1.40682, -0.77857)  0.7088
C (-1.19174, -0.27040, 2.09348)  0.0026
C (1.94605, 0.10678, -0.71184)  0.0013
C (-2.03282, -0.17639, -0.25551)  0.0939
H (-0.69984, 0.35602, 2.83421)  0.0012
H (-2.20174, -0.50835, 2.41716)  0.0021
H (1.65609, -0.91441, -0.94612)  0.0004
H (-0.59902, -1.17120, 1.99675)  0.0000
H (-2.15553, 0.51217, -1.08228)  0.0027
H (0.09230, 0.62326, 0.50536)  0.0031
H (-1.64583, 1.37425, 0.92671)  0.0019
H (-1.04803, -2.06067, -0.15750)  0.0138
H (2.92197, 1.64765, -1.55400)  0.0000
H (-3.04284, -0.34728, 0.17052)  0.0525
H (-1.08521, -1.37782, -1.69594)  0.0192
H (3.17773, 0.12880, -2.31612)  0.0003
H (1.82793, 1.57662, 0.53067)  0.0003

Summary:
* DFT total energy: -9262.766 eV
* net charge: +2
* <S²>: 0.755
* frontier orbital gap (spin up / spin down): 0.4022 / 0.1818 hartree
* HOMO level (spin up / spin down): -18.189 / -18.160 eV
* multiplicity: 2

=====

No. 8
The following is a quantum chemistry calculation of a 2-piece molecular cluster, C3H13N5 overall in a non-equilibrium geometry, from OMol25.

Each line ends with the Löwdin charge.
CARTESIAN COORDINATES (ANGSTROEM)
N (1.98181, -0.71736, 1.81716)  0.0031
N (3.00063, 1.18865, 1.31656)  0.0140
N (2.89842, 0.18971, 2.09544)  -0.1663
N (0.32304, -0.17088, -0.65425)  -0.1367
N (-0.23170, -1.33926, -1.11101)  -0.1875
C (-0.67162, 0.48787, 0.26901)  -0.2731
C (-1.03558, -1.36487, -2.40241)  -0.0990
C (-0.05344, 1.71284, 0.91870)  -0.1217
H (1.69900, -1.20742, 2.63091)  0.0681
H (0.97017, 1.45884, 1.13983)  -0.0120
H (3.62606, 1.85207, 1.55689)  -0.0119
H (-0.37894, -1.13375, -3.29874)  0.0663
H (-1.07620, -0.29417, 1.03419)  0.1286
H (-1.72247, -0.49095, -2.30790)  0.0646
H (-1.36916, -2.47639, -2.55108)  0.1051
H (0.63219, 0.40065, -1.35070)  0.0798
H (0.00248, 2.52480, 0.21620)  0.0660
H (1.20333, -0.66817, 0.99927)  0.1173
H (-0.39752, 1.98930, 1.93474)  0.0867
H (-1.65764, 0.70390, -0.31907)  0.1125
H (0.48102, -2.05228, -1.23336)  0.0962

Summary:
* DFT total energy: -10768.017 eV
* net charge: 0
* frontier orbital gap: 0.3534 hartree
* HOMO level: -8.556 eV
* SMILES: [H]/N=N/N.CCNNC

=====

No. 9
The following is a quantum chemistry calculation of C3H13NO2 as an isolated structure in a non-equilibrium geometry, from OMol25.

Each line ends with the Löwdin charge.
CARTESIAN COORDINATES (ANGSTROEM)
O (-2.46075, 0.38002, -1.10716)  -0.3069
O (-1.99703, -0.05894, 1.30227)  -0.2852
N (0.49119, 0.23173, -1.46408)  0.0446
C (0.76964, -0.10846, -0.09941)  -0.4318
C (2.04749, -0.98888, 0.09686)  -0.0349
C (0.57077, 1.14895, 0.76972)  -0.0291
H (-0.07740, -0.85003, 0.12566)  0.0574
H (2.35275, -0.75026, 1.12448)  0.0714
H (1.12961, 0.88852, -1.88310)  0.0995
H (2.90760, -0.87705, -0.63143)  0.1055
H (-2.24147, 0.10364, 0.11298)  -0.0242
H (-0.32189, 1.13630, 1.47614)  0.0933
H (-2.89873, -0.28083, -1.64831)  -0.0346
H (1.54776, 1.27968, 1.31233)  0.0909
H (0.51625, 2.10427, 0.29295)  0.0731
H (-0.49265, 0.39896, -1.63844)  0.0454
H (1.73601, -2.08059, 0.10092)  0.0961
H (-0.68728, -1.50567, 0.09787)  0.3662
H (-2.89189, -0.17135, 1.65975)  0.0033

Summary:
* DFT total energy: -8900.686 eV
* net charge: 0
* frontier orbital gap: 0.2288 hartree
* HOMO level: -8.808 eV

=====

No. 10
The following is a quantum chemistry calculation of a 3-piece molecular cluster, C3H13NO2 overall in a non-equilibrium geometry, from OMol25.

Each line ends with the Löwdin charge.
CARTESIAN COORDINATES (ANGSTROEM)
O (-1.21414, -0.40156, -2.55729)  -0.0658
O (0.76262, -1.99181, -1.46674)  -0.0214
N (1.22172, 0.30186, 0.36288)  0.0149
C (-0.61501, -0.24261, 1.93917)  -0.0900
C (0.35428, 0.84004, 1.40633)  -0.5321
C (-0.46415, 1.99319, 0.99540)  -0.1306
H (-1.28934, -0.60423, 1.15800)  0.0590
H (-1.54147, 1.73417, 0.68162)  0.0920
H (2.15784, 0.70960, 0.26478)  0.0908
H (-0.67994, 2.73874, 1.85308)  0.0919
H (0.50839, -2.89876, -1.49261)  0.0512
H (1.20210, -1.60603, -0.75758)  -0.0226
H (-0.20559, -1.25409, 2.12528)  0.0656
H (-1.23971, 0.12416, 2.87952)  0.1195
H (-0.93219, -0.88482, -1.76368)  -0.0020
H (1.10862, 1.19528, 2.12522)  0.1329
H (-0.47919, -0.68347, -3.06244)  -0.0052
H (0.82560, 0.22889, -0.54972)  0.0417
H (-0.02568, 2.69080, 0.14519)  0.1103

Summary:
* DFT total energy: -8906.009 eV
* net charge: 0
* frontier orbital gap: 0.3776 hartree
* HOMO level: -9.526 eV
* SMILES: CC(C)N.O.O

=====

No. 11
The following is a quantum chemistry calculation of a 3-piece molecular cluster, C3H13NO2S overall in a non-equilibrium geometry, from OMol25.

Each line ends with the Löwdin charge.
CARTESIAN COORDINATES (ANGSTROEM)
S (1.91887, 0.93121, 0.07705)  0.6289
O (1.03593, 3.10298, 2.35198)  -0.1828
O (2.40558, -3.43963, -2.91837)  -0.1086
N (-1.59602, 0.46814, -0.21466)  -0.1352
C (-2.89107, 0.34641, 0.55421)  -0.1205
C (-0.54068, -0.26645, 0.45520)  -0.3780
C (0.79243, -0.56554, -0.34915)  -0.4142
H (1.27481, 2.03253, -0.62392)  -0.0808
H (-3.75511, 0.96271, 0.11776)  0.0880
H (1.33892, 2.11238, 2.17698)  0.0137
H (3.36762, -3.08702, -2.87094)  0.0806
H (0.69196, -0.58111, -1.43024)  0.0622
H (0.67275, 3.64121, 1.60451)  0.0341
H (-1.27581, 1.37228, -0.47340)  0.0723
H (1.12239, -1.44226, 0.19033)  0.0632
H (2.75514, -4.34946, -2.93412)  0.0289
H (-0.30585, 0.04486, 1.49722)  0.0970
H (-3.36552, -0.73498, 0.51797)  0.1088
H (-1.00291, -1.21440, 0.72619)  0.0928
H (-2.64343, 0.66613, 1.54540)  0.0496

Summary:
* DFT total energy: -19739.996 eV
* net charge: 0
* frontier orbital gap: 0.3462 hartree
* HOMO level: -8.864 eV
* SMILES: CNCCS.O.O

=====

No. 12
The following is a quantum chemistry calculation of a 4-piece molecular cluster, C3H13NO2S overall in a non-equilibrium geometry, from OMol25.

Each line ends with the Löwdin charge.
CARTESIAN COORDINATES (ANGSTROEM)
S (1.49589, 1.76153, 0.59552)  0.8913
O (-1.30365, -1.31104, 0.96537)  -0.2163
O (-1.86452, 1.15278, 1.16961)  -0.0944
N (1.51021, 0.32940, -2.18502)  0.0387
C (0.31175, -1.66947, -1.37919)  -0.0751
C (1.26085, 0.05718, 0.29833)  -0.5900
C (0.66230, -0.24296, -1.14414)  -0.5071
H (-1.04215, 1.51252, 0.82787)  -0.0532
H (1.93757, 1.18470, -1.84600)  0.0181
H (-1.98206, -1.92407, 1.29263)  0.0045
H (-0.62726, -1.93735, -0.92630)  0.0490
H (-1.66300, 0.17103, 1.15780)  -0.0476
H (-0.17227, 0.44312, -1.16778)  0.1168
H (1.01815, -2.41951, -1.02778)  0.0879
H (-2.74587, 2.73653, 3.59333)  0.0167
H (2.24896, -0.42673, 0.31610)  0.1130
H (0.22191, -1.77939, -2.46272)  0.0858
H (-2.15883, 3.08629, 3.30961)  0.0091
H (0.65820, -0.40608, 1.09876)  0.0706
H (2.23381, -0.31849, -2.48602)  0.0820

Summary:
* DFT total energy: -19735.036 eV
* net charge: 0
* frontier orbital gap: 0.1493 hartree
* HOMO level: -9.281 eV